{"formula": "C27H54Br4O11", "method": "the ωB97M-V functional and the def2-TZVPD basis", "total_charge": 0, "homo_energy_ha": -0.338, "total_energy_ha": -12184.0895, "e_lumo_ev": 0.3, "symbols": ["H", "H", "O", "C", "O", "C", "H", "H", "Br", "H", "H", "C", "O", "H", "H", "H", "H", "H", "C", "C", "C", "H", "C", "C", "H", "H", "C", "C", "H", "H", "H", "C", "H", "H", "H", "C", "Br", "O", "H", "H", "H", "H", "O", "O", "H", "C", "C", "H", "C", "C", "H", "H", "H", "H", "H", "Br", "H", "O", "Br", "C", "H", "O", "O", "H", "H", "C", "C", "O", "H", "H", "H", "C", "O", "C", "H", "H", "C", "H", "H", "C", "H", "H", "C", "H", "C", "H", "C", "H", "H", "H", "H", "C", "H", "H", "H", "H"], "positions_angstrom": [[7.800, 2.394, 1.502], [5.029, -2.779, -3.087], [3.968, -0.374, -2.319], [8.617, -0.643, -6.563], [9.329, 0.431, 0.265], [4.203, -0.516, 0.032], [4.773, -2.225, -6.011], [5.993, 1.094, -2.219], [9.073, -4.106, -6.310], [10.246, -1.599, -2.435], [7.751, -2.354, -5.610], [7.091, 0.356, -3.932], [1.153, -4.394, -2.303], [2.300, 1.246, 0.517], [3.114, -0.508, -0.012], [7.065, 1.745, -1.778], [1.540, 0.126, 1.753], [5.474, 1.665, -3.717], [4.635, -0.773, -1.354], [8.567, -4.656, -3.531], [5.768, -3.300, -4.525], [4.958, 0.010, -3.219], [5.026, -2.112, -4.957], [5.006, -2.641, 1.598], [11.233, 0.357, -1.400], [4.125, -4.708, -4.817], [4.855, -4.162, 1.533], [8.796, 0.912, -0.753], [8.433, -2.245, -3.409], [6.600, 3.028, 0.428], [4.549, -2.559, -1.469], [5.206, -4.640, -4.941], [1.798, 1.824, 2.053], [6.019, -1.329, -3.454], [6.659, 0.756, -0.555], [2.872, -2.417, -2.939], [3.853, -4.678, -0.125], [1.889, -2.258, -1.974], [5.525, -4.753, -5.977], [6.100, -2.998, -2.797], [4.054, -2.066, -4.467], [2.565, -3.118, -3.715], [4.577, 1.564, 1.504], [5.800, -1.486, -1.372], [6.042, 0.903, 2.684], [2.228, 0.950, 1.563], [3.653, 0.717, 2.008], [0.368, -3.915, 0.133], [4.219, -3.022, -2.399], [1.159, -3.293, -1.673], [8.877, -1.513, -4.595], [5.821, -2.259, 0.982], [9.520, -1.081, -6.990], [11.042, 1.338, -2.823], [4.695, 0.369, 0.434], [5.709, -2.274, 3.352], [2.953, -1.423, -3.380], [6.827, -3.183, -3.954], [9.156, -4.813, -1.612], [5.769, 0.739, -3.224], [0.495, -2.187, -0.032], [8.117, 1.023, -3.791], [6.953, -0.714, -4.722], [6.275, 0.549, 0.922], [11.647, -1.005, -3.351], [10.618, 0.487, -2.290], [9.746, -4.344, -4.422], [3.897, -0.260, 2.784], [10.409, -5.209, -4.388], [8.741, 0.416, -6.337], [4.284, -4.533, 2.385], [7.889, -1.876, -2.539], [9.249, 0.871, -2.014], [10.610, -0.802, -3.083], [8.308, -0.876, -2.424], [5.619, -1.216, -4.776], [7.402, 1.525, -0.765], [4.470, -1.417, 0.585], [6.371, 3.317, 2.136], [8.091, -1.355, -5.334], [4.042, -2.170, 1.408], [-0.813, -2.939, -0.977], [6.731, 2.584, 1.414], [7.714, -3.990, -3.653], [0.180, -3.091, -0.554], [4.026, -4.089, -2.285], [6.328, -1.948, -2.612], [8.268, -2.457, -1.698], [7.851, -0.798, -7.322], [8.294, -5.705, -3.645], [5.817, -4.675, 1.522], [5.933, 1.270, 1.664], [10.285, -3.442, -4.130], [7.235, 2.420, -0.166], [9.901, -0.878, -3.907], [5.733, -5.491, -4.509]], "lowdin_charge": [0.10, 0.02, 0.00, -0.04, 0.07, 0.00, 0.13, 0.05, 0.74, 0.07, 0.01, -0.42, 0.02, 0.09, 0.11, 0.07, 0.10, 0.12, -0.45, -0.61, -0.45, 0.02, 0.01, -0.70, 0.12, 0.10, -0.57, -0.43, 0.04, 0.07, 0.04, 0.05, 0.09, 0.07, 0.07, -0.20, 0.85, 0.04, 0.10, 0.09, 0.07, 0.12, -0.05, -0.01, 0.13, 0.02, -0.48, 0.09, -0.15, -0.55, 0.05, 0.06, 0.07, 0.13, 0.07, 0.78, 0.12, -0.15, 0.64, 0.04, 0.07, 0.10, -0.12, 0.10, 0.10, -0.16, -0.54, -0.06, 0.06, 0.08, 0.05, -0.03, -0.10, -0.06, 0.07, 0.04, -0.01, 0.00, 0.10, -0.27, 0.05, 0.10, -0.05, -0.10, 0.02, 0.01, -0.26, 0.03, 0.08, 0.04, 0.06, -0.19, 0.05, 0.01, 0.04, 0.09]}



{"formula": "C27H42BaN5O5SSi2Te", "method": "the ωB97M-V functional and the def2-TZVPD basis", "de_lowest_ev": 0.600, "total_charge": -1, "homo_energy_ha": -0.196, "total_energy_ha": -2975.0055, "e_lumo_ev": 1.9, "symbols": ["C", "C", "C", "H", "C", "C", "H", "C", "C", "N", "H", "H", "H", "H", "H", "H", "H", "H", "Ba", "H", "O", "O", "H", "C", "H", "H", "H", "H", "H", "Si", "H", "H", "H", "C", "H", "O", "C", "C", "C", "H", "C", "C", "S", "H", "C", "C", "H", "O", "H", "H", "C", "N", "N", "C", "Si", "H", "Te", "C", "C", "H", "H", "N", "H", "H", "C", "H", "H", "N", "O", "H", "C", "H", "C", "C", "C", "H", "H", "H", "H", "C", "H", "H", "C", "H"], "positions_angstrom": [[2.044, -1.750, -4.158], [-3.225, 0.619, 1.113], [4.209, 3.193, -0.904], [1.043, -2.142, -3.973], [-5.679, 0.976, 0.734], [-2.550, 2.489, 2.653], [4.185, 0.559, -3.207], [-0.190, -5.021, 3.324], [3.794, 0.759, -4.207], [-4.623, -3.195, -0.816], [0.553, -5.118, 4.116], [3.931, 3.782, -1.782], [2.640, -2.054, -3.294], [1.027, 2.013, -3.250], [1.732, -3.475, 3.566], [4.290, 2.490, 2.233], [4.460, 0.282, -4.931], [2.588, 2.381, 2.675], [-0.382, -1.706, 0.732], [-4.421, -4.160, -1.006], [1.733, -1.105, 2.249], [0.469, -5.189, -1.267], [3.317, 1.118, 1.691], [1.761, -3.907, 0.248], [1.407, 1.638, -6.226], [0.446, 2.561, 0.320], [0.387, 0.194, -6.220], [0.897, 0.885, 2.817], [3.831, 1.839, -4.373], [2.061, 0.092, -4.388], [3.409, 5.414, 1.365], [-3.550, 2.894, 2.583], [-3.101, 2.906, -0.294], [0.756, -4.045, -0.915], [-4.903, -2.611, -1.587], [0.362, -2.948, -1.455], [-6.479, 2.886, -0.492], [2.187, -3.447, 2.576], [2.524, 4.977, 0.895], [-1.637, -3.716, 3.007], [-0.324, 2.536, 3.525], [-6.729, 1.719, 0.218], [-2.979, -3.645, 1.183], [-0.102, 0.650, -3.281], [1.270, 2.542, -0.395], [1.410, 0.554, -6.086], [0.450, 2.976, 4.139], [-0.864, -3.803, 3.588], [1.703, 5.026, 1.614], [2.024, 0.114, -6.875], [-3.826, -2.589, 0.120], [-0.984, 0.811, 2.015], [1.181, -3.870, 1.599], [0.941, 0.930, -3.132], [2.846, 3.203, 0.372], [0.967, 3.123, -1.269], [1.462, 0.518, -1.094], [-1.589, 3.095, 3.444], [2.659, -1.985, 2.373], [-1.832, 3.993, 3.999], [1.138, -5.970, 1.923], [-3.887, -1.269, 0.066], [-4.968, 4.217, -1.237], [-5.870, 0.055, 1.267], [0.469, -5.092, 1.951], [2.345, -2.991, 0.114], [-0.867, -5.879, 3.412], [-3.035, -0.637, 0.920], [3.868, -1.762, 2.394], [2.257, 5.600, 0.038], [-5.172, 3.312, -0.679], [2.452, -2.245, -5.043], [-0.069, 1.385, 2.795], [-4.364, 1.399, 0.557], [-4.123, 2.573, -0.151], [4.433, 2.178, -1.235], [-7.302, 3.460, -0.901], [5.122, 3.624, -0.486], [2.471, -4.743, 0.149], [3.301, 2.198, 1.868], [-7.747, 1.380, 0.363], [-0.285, -5.270, 1.181], [-2.216, 1.331, 1.951], [3.062, -4.110, 2.576]], "lowdin_charge": [-0.18, -0.21, -0.19, 0.03, -0.03, -0.01, 0.01, -0.26, -0.19, 0.04, 0.11, 0.03, 0.03, 0.00, 0.11, 0.04, 0.03, 0.02, 1.69, 0.07, -0.27, 0.00, 0.02, -0.16, 0.03, -0.02, 0.03, 0.08, 0.03, 0.37, 0.03, 0.11, 0.12, -0.74, 0.08, -0.30, -0.10, -0.11, -0.19, -0.07, -0.06, -0.08, 0.53, 0.01, -0.57, -0.19, 0.10, -0.12, 0.02, 0.03, -0.92, 0.02, -0.28, -0.58, 0.37, 0.01, 1.20, -0.06, -0.69, 0.10, 0.13, -0.03, 0.10, 0.11, -0.18, 0.11, 0.12, -0.08, 0.00, 0.03, -0.09, 0.03, -0.14, -0.19, -0.04, 0.01, 0.09, 0.03, 0.13, -0.16, 0.10, 0.10, -0.22, 0.13]}



{"formula": "C42H58N10O5P", "method": "the ωB97M-V functional and the def2-TZVPD basis", "total_charge": 1, "homo_energy_ha": -0.330, "total_energy_ha": -2899.8640, "e_lumo_ev": -3.6, "symbols": ["H", "H", "H", "H", "C", "H", "N", "H", "C", "H", "N", "H", "H", "C", "N", "C", "C", "H", "H", "H", "O", "C", "C", "C", "C", "C", "C", "C", "H", "N", "C", "C", "H", "H", "H", "H", "H", "H", "C", "H", "H", "H", "C", "C", "H", "H", "C", "H", "H", "H", "N", "H", "C", "C", "H", "N", "C", "H", "H", "O", "H", "H", "H", "H", "H", "N", "H", "O", "C", "H", "C", "H", "C", "H", "C", "C", "C", "H", "C", "O", "H", "H", "H", "H", "C", "C", "H", "H", "H", "C", "N", "C", "C", "C", "H", "H", "C", "H", "C", "C", "H", "H", "H", "C", "N", "P", "C", "C", "H", "H", "C", "C", "O", "H", "H", "N"], "positions_angstrom": [[-5.170, 3.097, 1.352], [3.924, 7.334, 3.219], [-11.752, 3.482, -0.882], [6.484, -1.154, -2.183], [0.485, 1.534, 2.531], [3.683, -8.088, -5.761], [-5.829, 2.599, 1.938], [8.673, 2.381, 0.868], [5.971, -6.001, -2.675], [-8.339, -9.114, -0.569], [-9.280, 1.376, -0.708], [-3.098, -0.713, 3.357], [-3.571, 3.911, 3.108], [-7.426, -8.544, -0.548], [5.326, -3.887, -2.799], [3.427, 7.682, 1.193], [3.418, 9.322, 2.723], [-6.520, 2.166, 1.342], [-6.351, -4.915, 1.716], [3.543, 9.762, 3.697], [-2.128, 4.874, 1.547], [-2.760, 0.256, 3.737], [-1.241, 0.282, 3.737], [-11.141, 1.574, -1.884], [8.890, 4.469, 1.616], [5.730, -0.626, -1.620], [3.713, 5.149, -1.061], [-10.038, 0.790, -1.689], [3.702, 1.739, -1.001], [4.934, -9.730, -6.310], [-9.890, 2.527, -0.276], [-5.776, -2.836, 1.395], [5.657, 5.156, 1.845], [8.012, 6.410, 2.304], [0.886, 1.599, 4.659], [-4.713, -2.768, 1.557], [-5.854, -10.041, 0.009], [2.834, 8.931, -0.493], [1.513, 4.769, -0.787], [3.624, 0.042, 0.837], [-3.245, 1.223, 1.348], [2.826, 10.917, 1.359], [6.418, -4.711, -2.784], [4.186, -4.634, -2.700], [7.974, -8.638, -5.935], [5.310, 1.193, -2.843], [1.024, 2.189, 3.758], [0.516, 3.150, 3.881], [4.289, 3.475, 0.292], [1.816, 3.148, 0.537], [2.218, 3.862, -0.046], [-4.196, -7.913, -0.190], [6.909, -8.788, -5.988], [5.896, -7.841, -5.673], [-2.202, 3.154, 3.955], [-5.991, -6.866, -0.683], [5.159, 0.566, -1.981], [0.436, 4.762, -0.798], [6.234, 2.837, 1.022], [0.972, 1.548, 1.452], [2.160, 6.406, -2.075], [-3.137, 0.365, 4.756], [2.081, 2.375, 3.592], [5.390, -1.908, 0.185], [-8.415, 1.010, -0.361], [-6.521, -1.734, 1.047], [5.356, -2.886, -2.872], [-1.914, 3.516, 1.917], [4.265, -0.047, -0.023], [-9.730, -0.127, -2.161], [-5.261, 1.664, 2.903], [3.880, -6.791, -2.540], [-6.626, -3.904, 1.465], [-8.050, -6.473, -1.087], [3.561, 4.085, -0.213], [-5.261, -7.972, -0.338], [-7.929, -3.436, 1.138], [4.650, 5.574, -1.381], [2.409, 5.585, -1.424], [-0.806, 0.941, 2.628], [-6.164, -0.808, 0.914], [6.682, -10.891, -6.692], [3.548, 6.680, 0.819], [3.216, -4.167, -2.694], [3.066, 8.838, 0.555], [8.271, 3.321, 1.205], [7.417, -4.314, -2.853], [-8.589, -1.381, 0.599], [-5.451, 2.016, 3.923], [-6.124, -9.030, -0.245], [3.638, 7.987, 2.513], [5.163, -1.018, -0.377], [4.551, -5.952, -2.622], [-7.835, -2.098, 0.879], [-8.831, -4.023, 1.097], [9.954, 4.625, 1.671], [4.689, -8.452, -5.882], [6.589, -6.883, -2.643], [6.665, 4.796, 1.727], [-2.753, 3.193, 3.006], [-1.517, 5.369, 2.118], [-5.619, -5.945, -0.820], [6.037, -6.830, -5.330], [7.873, 5.403, 1.947], [4.271, 0.911, -1.003], [-3.473, 1.538, 2.685], [3.060, 9.879, 1.525], [-7.311, -7.207, -0.814], [-11.931, 1.383, -2.590], [-9.454, 3.138, 0.496], [-11.047, 2.675, -0.988], [6.283, -9.943, -6.376], [-0.557, -0.254, 4.544], [-5.671, 0.656, 2.798], [4.231, -10.406, -6.542], [6.920, 3.525, 1.274]], "lowdin_charge": [0.07, 0.14, 0.10, 0.09, -0.42, 0.10, 0.00, 0.11, -0.13, 0.09, -0.02, 0.12, 0.12, -0.11, 0.01, -0.14, -0.14, 0.07, 0.10, 0.10, 0.02, -0.15, -0.51, -0.10, -0.10, -0.12, -0.11, -0.14, 0.11, 0.00, -0.15, -0.15, 0.09, 0.09, 0.09, 0.10, 0.09, 0.09, -0.13, 0.09, 0.10, 0.09, -0.14, -0.14, 0.09, 0.11, 0.05, 0.10, 0.08, 0.09, 0.02, 0.10, -0.11, -0.12, 0.12, -0.01, -0.12, 0.11, 0.12, 0.16, 0.10, 0.13, 0.11, 0.10, 0.11, -0.02, 0.10, -0.21, -0.15, 0.11, -0.37, 0.09, -0.10, 0.10, -0.17, -0.14, -0.09, 0.11, -0.10, 0.04, 0.11, 0.10, 0.07, 0.10, -0.10, -0.14, 0.11, 0.10, 0.11, -0.11, 0.00, -0.10, -0.12, -0.13, 0.10, 0.09, -0.14, 0.09, -0.15, -0.27, 0.12, 0.13, 0.08, -0.11, 0.01, 1.11, -0.11, -0.15, 0.10, 0.10, -0.10, -0.14, 0.20, 0.09, 0.14, 0.00]}



Number 2 is which compound?
C27H42BaN5O5SSi2Te